The following is a DFT calculation (ωB97M-V with the def2-TZVPD basis set) of a molecular structure, C29H41B2BaF9N6O5Te in a non-equilibrium geometry.

Element x y z (Å)
Ba: -0.27523 0.56394 -0.09326
C: 5.13614 0.17038 -1.60151
C: 3.70580 0.27346 -1.15102
N: 3.49982 1.07080 -0.17919
O: 2.20918 1.08886 0.30096
B: 1.96028 2.12263 1.35752
F: 0.86319 1.48002 2.07879
F: 2.99869 2.40207 2.18216
O: 1.47847 3.38090 0.75858
N: 0.40236 3.15631 -0.08289
C: 0.22482 4.08140 -0.93011
C: 0.98920 5.33960 -1.09588
C: -1.31927 2.84162 -2.31605
N: -0.55810 1.82753 -2.27973
O: -1.17962 0.61326 -2.63019
B: -0.35551 -0.21617 -3.57315
F: -1.19171 -1.17440 -4.07593
F: 0.14316 0.65491 -4.59196
O: 0.77786 -0.92084 -2.93349
N: 1.59157 -0.08271 -2.19330
C: 2.71831 -0.59318 -1.86752
C: 3.16417 -1.97173 -2.24688
C: -2.66479 2.94905 -2.93812
H: 5.72142 0.91789 -1.07222
H: 5.21794 0.33895 -2.67456
H: 5.54568 -0.81762 -1.38132
H: 1.60293 5.51788 -0.21924
H: 0.29669 6.16438 -1.26050
H: 1.63222 5.25037 -1.97235
H: 2.32015 -2.58482 -2.54371
H: 3.68346 -2.43593 -1.40741
H: 3.86251 -1.91483 -3.08512
H: -3.25119 3.71784 -2.44056
H: -3.16905 1.98658 -2.91069
H: -2.53166 3.22797 -3.98535
C: -2.13194 -4.32483 -0.18232
C: -0.97217 -3.50380 -0.75631
C: -0.71300 -3.90031 -2.20733
C: 0.24977 -3.62180 0.13508
C: 1.24077 -4.56365 -0.10058
C: 2.33247 -4.67697 0.74891
C: 2.45806 -3.83127 1.83500
C: 1.49731 -2.86078 2.11138
C: 1.68751 -1.90524 3.27516
C: 3.05990 -1.23179 3.22164
C: 1.47867 -2.61907 4.61181
C: 0.38323 -2.80436 1.26883
N: -0.62242 -1.82119 1.48362
C: -1.52588 -1.96856 2.36989
C: -2.53602 -0.95563 2.54368
C: -3.65668 -1.01815 3.44140
C: -4.32134 0.14800 3.27377
C: -3.56335 0.90895 2.26941
N: -2.51935 0.22614 1.84183
C: -3.90456 2.29337 1.80751
C: -5.25109 2.23949 1.06903
C: -2.81854 2.84472 0.88906
C: -4.02973 3.19913 3.04329
H: -3.02194 -4.21884 -0.80494
H: -2.38886 -4.02295 0.83490
H: -1.85999 -5.38206 -0.15417
H: -1.28290 -2.45179 -0.75657
H: -0.55304 -4.97612 -2.30277
H: 0.14631 -3.37293 -2.61986
H: -1.57435 -3.63707 -2.82129
H: 1.16426 -5.21337 -0.96193
H: 3.09362 -5.42112 0.55223
H: 3.32509 -3.91162 2.47889
H: 0.94117 -1.11275 3.19704
H: 3.86242 -1.95862 3.36493
H: 3.14304 -0.47918 4.00620
H: 3.21916 -0.72985 2.26857
H: 2.21872 -3.41060 4.74840
H: 0.48916 -3.07785 4.67318
H: 1.58386 -1.91545 5.43905
H: -1.57279 -2.85058 3.01383
H: -3.89490 -1.83792 4.10009
H: -5.21934 0.47608 3.77198
H: -5.19115 1.59592 0.18966
H: -5.52686 3.24342 0.74187
H: -6.04768 1.86499 1.71375
H: -2.76305 2.26758 -0.03871
H: -1.84456 2.83686 1.38080
H: -3.04262 3.87668 0.61489
H: -4.80805 2.85112 3.72325
H: -4.29053 4.20962 2.72524
H: -3.08762 3.24585 3.59123
F: 3.26444 3.58535 -5.08994
Te: 2.20615 2.18543 -4.52677
F: 3.73614 1.05798 -4.68561
F: 0.78865 3.44394 -4.39764
F: 1.85078 1.89162 -6.35601
F: 2.73297 2.65921 -2.75836
O: -0.86719 4.01026 -1.79392

Properties
- HOMO-LUMO gap (spin up / spin down): 5.996 / 6.042 eV
- Energy: -3076.72110 Ha
- HOMO (spin up / spin down): -9.0 / -9.0 eV
- Net charge: 0
- F_max: 0.0231 hartree/bohr
- ΔE to the lowest compared entry with this formula, charge and spin: 0.000 eV